{"formula": "H10O5", "method": "the ωB97M-V functional and the def2-TZVPD basis", "elements": ["O", "H", "H", "O", "H", "H", "O", "H", "H", "O", "H", "H", "O", "H", "H"], "positions_angstrom": [[0.7485, -2.6178, 0.0777], [1.0738, -2.6878, -0.8208], [-0.1610, -2.6484, -0.1703], [0.2582, 1.9659, -0.8185], [-0.2442, 1.7574, -1.6391], [0.0419, 1.3319, -0.1691], [-1.1591, -1.1589, -1.5134], [-1.5139, -1.7178, -2.2223], [-0.8775, -0.4159, -1.9825], [-0.9807, 0.1932, 1.0856], [-1.7058, 0.7811, 1.2815], [-1.1360, -0.3489, 0.3138], [1.7476, 2.2212, 2.2686], [2.6379, 1.9419, 2.0311], [1.2704, 1.4028, 2.2778]], "relative_energy_kcal_mol": 32.8, "molar_mass_g_mol": 90.07, "orbital_gap_ev": 10.85}